This record from OMol25 describes a molecular structure, C36H47Cl3NO2PdSbSi4. The level of theory is ωB97M-V with the def2-TZVPD basis set.

Output
electronic energy = -122778.243 eV
gap between HOMO and LUMO = 7.906 eV
charge = 0
energy above the lowest of the compared OMol25 structures with the same formula, charge and spin = 0.0483 eV
spin multiplicity = 1

CARTESIAN COORDINATES (ANGSTROEM)
Pd 1.448 0.043 0.272
C -5.601 -1.021 3.494
C -5.698 -1.192 2.119
C -4.620 -0.882 1.304
C -3.434 -0.400 1.854
C -3.348 -0.217 3.229
C -4.428 -0.531 4.047
Sb -1.838 0.128 0.532
C -2.992 1.590 -0.493
C -3.851 2.361 0.288
C -4.641 3.338 -0.300
C -4.590 3.540 -1.672
C -3.740 2.771 -2.452
C -2.938 1.802 -1.864
C -0.689 1.333 1.842
C 0.044 0.709 2.857
C 0.835 1.464 3.708
C 0.908 2.842 3.545
C 0.190 3.463 2.535
C -0.608 2.712 1.682
H -6.441 -1.263 4.131
H -6.616 -1.564 1.680
H -4.718 -1.002 0.230
H -2.445 0.183 3.674
H -4.351 -0.385 5.117
H -3.908 2.204 1.359
H -5.299 3.938 0.316
H -5.212 4.298 -2.131
H -3.697 2.925 -3.523
H -2.265 1.223 -2.478
H 0.015 -0.369 2.975
H 1.414 0.975 4.480
H 1.550 3.429 4.190
H 0.283 4.529 2.379
H -1.136 3.202 0.874
N 0.127 1.536 -1.374
C 0.951 2.055 -1.987
C 1.969 2.694 -2.766
C 3.302 2.392 -2.496
C 4.294 3.004 -3.241
C 3.955 3.903 -4.244
C 2.625 4.199 -4.508
C 1.622 3.594 -3.769
H 3.544 1.700 -1.698
H 5.332 2.785 -3.032
H 4.735 4.383 -4.821
H 2.368 4.905 -5.286
H 0.580 3.819 -3.955
Cl 3.712 5.093 2.044
C 4.100 3.431 1.591
Cl 4.541 2.526 3.049
Cl 5.493 3.435 0.472
C 2.913 2.758 0.799
O 2.191 3.499 0.154
O 2.936 1.500 0.883
C -0.980 -3.091 2.861
Si -0.890 -3.470 1.024
C -2.612 -3.770 0.328
C 0.010 -5.114 0.840
Si 0.075 -1.670 -0.187
Si -0.084 -2.161 -2.503
C -1.546 -1.361 -3.370
C 1.487 -1.497 -3.288
C -0.151 -4.018 -2.801
Si 3.074 -1.559 0.540
C 3.509 -1.523 2.365
C 4.501 -0.879 -0.479
C 2.882 -3.364 0.031
H -1.607 -2.226 3.082
H 0.019 -2.907 3.265
H -1.406 -3.946 3.393
H -3.093 -4.584 0.878
H -2.552 -4.069 -0.721
H -3.263 -2.900 0.397
H -0.703 -5.900 1.103
H 0.863 -5.208 1.512
H 0.354 -5.303 -0.177
H -1.359 -0.292 -3.478
H -2.490 -1.499 -2.838
H -1.658 -1.781 -4.373
H 1.565 -0.420 -3.131
H 1.499 -1.692 -4.364
H 2.377 -1.956 -2.852
H -1.034 -4.482 -2.359
H 0.730 -4.522 -2.399
H -0.177 -4.209 -3.878
H 3.661 -0.489 2.680
H 4.424 -2.089 2.564
H 2.705 -1.953 2.969
H 4.749 0.134 -0.158
H 4.261 -0.861 -1.544
H 5.383 -1.513 -0.345
H 2.289 -3.924 0.753
H 3.878 -3.818 0.003
H 2.436 -3.503 -0.957

***

This record from OMol25 describes a molecular structure, C2H9BORb in a non-equilibrium geometry. The level of theory is ωB97M-V with the def2-TZVPD basis set.

Output
electronic energy = -5598.462 eV
gap between HOMO and LUMO = 5.579 eV
charge = -1
energy above the lowest of the compared OMol25 structures with the same formula, charge and spin = 0.2124 eV
spin multiplicity = 1

CARTESIAN COORDINATES (ANGSTROEM)
Rb -0.981 0.906 1.544
B -0.305 4.135 1.311
H 0.056 3.806 2.379
H 0.245 5.126 1.021
H 0.157 3.404 0.521
H -1.467 4.241 1.214
C 0.753 -3.147 -1.415
C -0.183 -2.266 -0.574
O 0.333 -1.109 -0.064
H 0.335 -4.147 -1.567
H 1.725 -3.256 -0.918
H 0.956 -2.711 -2.400
H -0.588 -2.958 0.200
H -1.036 -2.024 -1.250

***

Number 1: LUMO 0.0886 eV. Number 2: LUMO 2.0209 eV.